Entry 1:
ORCA calculation (the ωB97M-V functional and the def2-TZVPD basis) on a 6-piece molecular cluster, C27H51Br2NO6 overall in a non-equilibrium geometry.

CARTESIAN COORDINATES (ANGSTROEM)
C (2.1189, -5.8256, 0.4645)
H (1.3886, 4.1747, 5.1755)
H (0.8618, 1.5549, 3.7235)
H (2.4190, 4.5455, -1.1243)
C (0.7024, -5.8279, 2.3570)
H (-1.2738, 0.8671, -4.1991)
H (3.6579, 0.0746, -4.0276)
O (-1.6763, 2.1130, 7.5177)
H (-2.0295, -2.6556, -5.0428)
Br (0.4397, 3.6928, -2.7685)
C (-1.2944, -2.7653, -7.7864)
H (2.2040, -3.6448, 0.6379)
C (-0.3991, 2.0794, 8.1567)
H (2.5658, 2.4032, -2.7665)
H (-2.2073, -0.1515, 9.8539)
C (0.5238, 4.2429, 2.5431)
H (-0.0919, 4.2171, 1.6428)
H (-0.3322, -2.6185, -7.2905)
C (1.1274, -6.7221, 1.2003)
H (-1.1057, -3.1324, -8.7941)
H (-3.0679, 0.5965, 7.3592)
C (-2.1770, -3.6860, -6.9502)
C (2.2943, 0.2053, -1.2656)
C (3.7436, 0.5269, -0.9094)
C (1.2806, 1.3395, -1.3993)
O (-2.7925, -1.4414, -6.5212)
H (0.5164, 0.9989, -2.0885)
H (0.2712, -6.9384, 0.5573)
H (-3.2748, 0.6531, -5.5335)
O (1.4193, 3.1209, 2.5281)
H (0.3158, 1.6087, 7.4725)
C (-2.5460, 1.1586, 8.1339)
C (-1.6662, 0.2812, 9.0139)
C (-3.4233, 0.7058, -4.4632)
C (-2.7118, -2.7273, -5.8964)
C (1.4042, 2.5016, 3.8185)
C (-0.2955, 4.1323, 3.8215)
H (-2.9972, -4.0726, -7.5596)
H (2.1231, 3.3109, 0.0694)
O (1.7760, -1.3719, -3.0418)
H (-1.1615, 3.4884, 3.6547)
H (2.2688, -6.0987, -0.5789)
C (-3.4222, 2.0151, -2.4911)
H (1.5515, -7.6690, 1.5320)
H (-3.6989, -3.0087, -5.5277)
H (-0.9169, 1.8920, 10.2426)
C (1.8817, 2.6318, -1.9675)
H (0.8244, 1.5347, -0.4411)
H (-2.8351, -1.4529, -8.5794)
H (4.1228, -0.4403, -0.5855)
C (4.4547, 0.7418, -2.2205)
Br (1.6961, -1.0892, 0.1152)
H (1.1239, 5.1594, 2.5309)
H (3.0890, -5.8502, 0.9668)
C (0.6851, 3.4449, 4.7656)
C (-2.0964, -1.4719, -7.7708)
O (-2.2934, 1.1423, -2.4314)
H (4.3032, 1.6937, -2.7259)
C (-2.1469, 0.4557, -3.6782)
H (3.6319, 3.3094, -0.8804)
C (2.5435, -0.5996, -2.5719)
H (-3.2881, 1.7008, 8.7296)
H (3.9689, 1.1722, -0.0727)
N (3.8033, -0.2709, -3.0878)
H (5.5259, 0.6183, -2.1558)
H (2.4270, 2.2874, 4.1316)
H (-4.8868, 2.3132, -4.0912)
H (0.7501, -4.2588, -0.1666)
H (-0.3137, -6.0298, 2.6983)
H (-1.6452, -4.5325, -6.5189)
H (-0.6527, 5.0957, 4.1815)
H (0.3553, 0.7731, 9.7417)
H (1.3823, -5.9327, 3.2100)
H (-3.1473, 2.9863, -2.0761)
C (-3.8296, 2.0873, -3.9565)
H (-4.1844, -0.0293, -4.1898)
H (-1.2404, -0.5346, 8.4255)
H (0.2047, 2.9328, 5.5957)
H (-3.2477, 2.8574, -4.4693)
O (0.7791, -4.4840, 1.8789)
C (-0.5674, 1.2568, 9.4254)
H (-1.4697, -0.5827, -7.8535)
C (2.5661, 3.4971, -0.9028)
H (-1.9663, -0.6021, -3.4838)
H (-4.2231, 1.5886, -1.8763)
C (1.4765, -4.4556, 0.6285)
H (-0.0684, 3.0998, 8.3554)

Total charge ... 0
HOMO energy ... -0.33014 Eh
Strongest force on any atom ... 0.0258 hartree/bohr
SMILES ... C[C@H](Br)C[C@]1(Br)CCNC1=O.C1CCOC1.C1CCOC1.C1CCOC1.C1CCOC1.C1CCOC1

Mulliken analysis output, partial charges in e: C -0.601; H 0.309; H 0.317; H 0.497; C -0.456; H 0.202; H 0.336; O -0.386; H 0.191; Br -0.142; C -0.511; H 0.056; C -0.414; H 0.260; H 0.333; C -0.378; H 0.296; H 0.243; C -0.540; H 0.341; H 0.262; C -0.584; C 0.892; C -1.212; C -0.761; O -0.291; H 0.088; H 0.259; H 0.157; O -0.312; H 0.255; C -0.432; C -0.519; C -0.199; C -0.350; C -0.583; C -0.726; H 0.259; H 0.298; O -0.556; H 0.285; H 0.353; C -0.445; H 0.346; H 0.299; H 0.268; C -0.030; H 0.678; H 0.279; H 0.613; C -0.576; Br -0.065; H 0.279; H 0.281; C 0.105; C -0.458; O -0.376; H 0.229; C -0.297; H 0.243; C 0.070; H 0.264; H 0.364; N -0.331; H 0.405; H 0.301; H 0.376; H 0.232; H 0.266; H 0.331; H 0.369; H 0.331; H 0.266; H 0.280; C -0.647; H 0.247; H 0.266; H -0.270; H 0.255; O -0.371; C -0.555; H 0.263; C -1.221; H 0.197; H 0.248; C -0.156; H 0.310

Entry 2:
ORCA calculation (the ωB97M-V functional and the def2-TZVPD basis) on C27H51Br8ClO3 as an isolated structure in a non-equilibrium geometry.

CARTESIAN COORDINATES (ANGSTROEM)
H (-0.5150, 0.2820, 0.6901)
C (-1.9076, -3.2759, -3.4398)
H (5.1113, -2.0559, -2.9841)
C (-2.4031, 1.9299, -2.0772)
C (0.3936, -2.2500, -0.6863)
H (-1.0236, 4.2529, 4.3646)
H (5.9045, -0.7732, -0.2438)
C (-1.6709, -6.4372, -5.5678)
H (8.3501, 4.8793, 1.0236)
H (3.3459, -0.4181, 3.0433)
H (-0.2318, -1.2971, 2.4009)
H (-3.8869, 3.1119, 4.4707)
C (7.9443, 3.8760, 0.8985)
C (-2.1199, -0.3838, -3.1931)
H (-7.2087, 3.8391, 3.7503)
H (-1.2815, -1.1128, 3.8354)
H (-1.7334, 2.2539, 0.1966)
H (1.9371, -1.4363, 2.5568)
C (-1.9665, -1.2865, 0.2776)
H (-8.1021, 1.4075, 4.0523)
H (1.1492, 1.3035, 1.8506)
Br (8.4295, 1.1002, 0.4015)
C (2.4659, -0.4761, 2.3518)
O (-2.2572, -2.4711, -4.5550)
H (-1.7311, -8.4364, -6.4275)
Br (-1.4214, 1.9844, 3.3439)
C (4.3796, -1.8299, -2.1699)
H (-0.7993, -3.2896, -3.2544)
H (-1.5280, 3.0637, 5.5842)
H (-3.4194, 4.5836, 5.3491)
H (-1.5524, 1.5228, -4.0597)
C (-1.4250, -7.4239, -6.6792)
H (-0.5421, -1.2990, -4.4568)
H (4.8794, 0.2408, -2.6555)
H (7.5852, 3.5114, 1.8578)
H (4.8804, 0.2428, 1.6740)
Cl (-3.5801, 3.3364, -2.2345)
C (-2.4143, 1.1342, -3.4537)
H (-3.0401, -0.8476, -2.7731)
C (-1.7441, 3.4685, 4.5934)
H (-2.8145, -1.3078, -0.4383)
Br (-7.2611, 4.5019, 6.1520)
Br (0.4620, -7.5033, -7.1547)
H (2.9410, -1.3953, 0.3398)
C (2.9130, -0.4007, 0.8365)
H (-1.8805, -0.6105, -5.4194)
Br (-3.4774, 5.0194, 2.9202)
H (5.7906, 0.9431, -0.6939)
H (-8.8403, 3.6943, 4.4362)
H (-2.7360, -6.2303, -5.4683)
H (-1.1347, -5.5003, -5.7001)
H (-2.4255, -2.9908, -2.4886)
H (9.9156, 3.0312, 0.7918)
Br (6.3828, 4.0972, -0.2449)
H (2.1397, 0.2268, 0.3195)
C (4.3730, -0.2829, -1.8046)
H (0.0537, 1.2341, 4.3859)
Br (-1.1303, -7.1616, -3.8413)
C (4.2623, 0.4025, 0.7513)
H (1.2493, -2.6426, -1.2497)
H (0.9149, -0.3686, 4.4850)
H (-3.3651, 1.2975, -4.0106)
C (-2.3763, 1.3364, 0.2203)
Br (-5.7216, 1.4866, 4.6964)
H (-2.1899, -4.3428, -3.6305)
C (-0.7142, -1.9863, -0.2689)
H (3.3229, 0.0906, -1.7752)
H (4.0601, 1.5035, 0.6758)
H (3.3578, -2.1167, -2.5089)
O (-1.8069, 0.1969, 2.2904)
C (-1.6150, 0.1277, 0.8625)
C (8.9646, 2.9671, 0.2642)
H (4.6579, -2.4167, -1.2577)
H (2.1843, 1.4903, 3.3003)
C (0.4127, 0.3394, 3.7603)
H (-7.9478, 1.6590, 5.8024)
O (-2.9236, 1.0815, -1.0817)
C (-7.7872, 3.4626, 4.5911)
C (-1.6631, -1.1702, -4.4734)
H (-3.2255, 1.5900, 0.9087)
H (-1.3627, 2.2697, -1.8830)
C (5.1681, 0.0367, -0.4861)
H (-1.3037, -0.4644, -2.4380)
H (-2.2851, -1.9200, 1.1497)
C (1.5463, 0.7578, 2.7369)
H (-1.9346, -7.1096, -7.5893)
H (9.1256, 3.1740, -0.7911)
C (-7.5988, 1.9862, 4.8260)
C (-0.7541, -0.5397, 3.0298)
C (-3.1733, 3.9328, 4.5099)

Total charge ... 0
HOMO energy ... -0.31219 Eh
Strongest force on any atom ... 0.1525 hartree/bohr

Mulliken analysis output, partial charges in e: H -0.826; C -0.317; H 0.337; C 0.118; C 0.335; H 0.462; H 0.402; C -0.641; H 0.347; H 0.456; H 0.257; H -0.404; C -0.583; C 0.591; H 0.361; H 0.252; H 0.476; H 0.453; C -0.921; H 0.347; H 0.363; Br -0.108; C -0.932; O -0.425; H 0.399; Br 0.259; C -0.994; H 0.191; H 0.376; H 0.402; H 0.338; C -0.618; H 0.308; H 0.400; H 0.370; H 0.234; Cl -0.252; C -1.190; H 0.254; C -0.858; H 0.361; Br -0.132; Br -0.138; H 0.029; C 0.018; H 0.318; Br -0.176; H -0.142; H 0.363; H 0.396; H 0.400; H 0.175; H 0.337; Br -0.150; H 0.169; C -0.374; H 0.378; Br -0.135; C -0.597; H 0.463; H 0.469; H 0.374; C -1.231; Br -0.093; H 0.051; C -0.865; H 0.211; H 0.221; H 0.109; O -0.615; C 2.033; C -0.576; H 0.328; H 0.416; C -1.103; H 0.357; O -0.244; C -0.611; C -0.639; H 0.192; H 0.422; C -0.326; H -0.181; H 0.449; C -0.523; H 0.364; H 0.370; C -0.605; C -0.419; C 0.089

no.,gap between HOMO and LUMO (eV)
1,9.612
2,8.947